1.
{"formula": "C44H44BClN6PS4Sc", "method": "ωB97M-V/def2-TZVPD", "elements": ["Sc", "Cl", "C", "C", "C", "C", "C", "C", "P", "C", "C", "C", "C", "C", "C", "C", "C", "C", "C", "C", "C", "H", "H", "H", "H", "H", "H", "H", "H", "H", "H", "H", "H", "H", "H", "C", "N", "C", "C", "N", "B", "N", "C", "C", "N", "C", "C", "S", "C", "S", "H", "H", "H", "H", "H", "H", "H", "H", "H", "H", "H", "H", "S", "C", "N", "C", "C", "N", "C", "C", "C", "C", "C", "C", "C", "C", "S", "C", "C", "C", "C", "C", "C", "C", "H", "H", "H", "H", "H", "H", "H", "H", "H", "H", "H", "H", "H", "H", "H", "H", "H", "H"], "coordinates": [[-0.80909, -0.25169, -1.13614], [0.59916, -1.70395, 0.63291], [-0.39968, -2.40428, 1.87175], [0.12585, -3.41775, 2.64936], [-0.67166, -4.00261, 3.62025], [-1.97639, -3.57283, 3.80528], [-2.49078, -2.55795, 3.01822], [-1.70503, -1.94611, 2.04062], [-2.36958, -0.58650, 1.00800], [-2.13708, 0.87779, 2.07114], [-2.40489, 2.10946, 1.46820], [-2.27574, 3.27972, 2.19120], [-1.83146, 3.22776, 3.50488], [-1.50686, 2.01221, 4.08544], [-1.67341, 0.83074, 3.38115], [-4.15419, -0.93177, 1.07595], [-5.06041, -0.21920, 1.85652], [-6.38767, -0.61347, 1.89205], [-6.81537, -1.69426, 1.13819], [-5.91699, -2.39405, 0.34592], [-4.58880, -2.01418, 0.30948], [1.13664, -3.75334, 2.48547], [-0.27374, -4.80883, 4.21359], [-2.59626, -4.03272, 4.56031], [-3.51347, -2.23317, 3.14415], [-2.69764, 2.13582, 0.42336], [-2.51065, 4.23052, 1.73726], [-1.72831, 4.13984, 4.07167], [-1.12601, 1.97766, 5.09422], [-1.44077, -0.11769, 3.84449], [-4.72999, 0.63378, 2.43293], [-7.08606, -0.08114, 2.52071], [-7.85299, -1.98706, 1.16607], [-6.25798, -3.22998, -0.24418], [-3.87614, -2.55767, -0.30094], [1.29928, -2.11779, -4.72224], [-0.01928, -1.55772, -4.84351], [-0.50214, -0.87399, -5.92508], [-1.81771, -0.63080, -5.69082], [-2.15293, -1.16235, -4.47925], [-3.60075, -1.54410, -4.04793], [-4.26010, -0.51911, -3.06586], [-5.58591, -0.66631, -2.77633], [-5.98234, 0.37800, -2.00580], [-4.89018, 1.17549, -1.81903], [-4.89979, 2.43473, -1.12609], [-3.84323, 0.59271, -2.45847], [-2.26792, 1.29754, -2.47491], [-1.03762, -1.69673, -3.96996], [-0.87768, -2.41301, -2.41447], [2.04590, -1.38104, -5.02258], [1.38880, -3.00238, -5.35762], [1.46109, -2.41895, -3.68546], [0.12493, -0.63812, -6.75930], [-2.53767, -0.12572, -6.30105], [-4.26314, -1.55056, -5.02779], [-3.55022, -2.59265, -3.48993], [-6.14695, -1.49420, -3.15807], [-6.94343, 0.62424, -1.60285], [-5.71649, 3.04976, -1.50410], [-3.95588, 2.94794, -1.31290], [-5.03671, 2.27731, -0.05232], [1.65943, 0.21826, -2.25503], [2.67668, 0.47353, -0.93530], [3.91299, -0.00256, -0.90393], [4.71085, 0.17220, 0.29404], [4.50472, 1.57596, 0.83282], [3.08683, 1.80304, 1.04207], [2.72862, 2.52909, 2.24794], [2.87503, 1.61374, 3.44371], [3.81010, 1.88376, 4.43323], [3.92733, 1.04471, 5.52916], [3.12258, -0.07748, 5.63045], [2.21458, -0.37337, 4.62537], [2.09139, 0.46858, 3.53541], [2.19767, 1.28966, 0.20464], [0.55259, 1.61985, 0.36681], [4.56626, -0.63047, -2.03851], [5.65419, 0.27476, -2.57480], [5.29771, 1.47098, -3.18732], [6.27175, 2.32739, -3.66832], [7.61069, 1.99564, -3.53450], [7.97171, 0.80082, -2.93498], [6.99732, -0.05593, -2.44676], [5.76012, 0.01427, 0.04224], [4.40540, -0.56409, 1.04824], [4.89530, 2.31660, 0.12374], [5.02598, 1.69303, 1.78462], [1.70356, 2.89195, 2.15827], [3.39887, 3.38602, 2.33793], [4.42404, 2.77005, 4.37078], [4.64743, 1.27102, 6.30070], [3.19749, -0.71942, 6.49411], [1.59807, -1.25820, 4.69061], [1.36283, 0.25293, 2.76615], [3.81351, -0.80881, -2.80661], [4.98813, -1.58325, -1.70984], [4.25281, 1.72155, -3.30008], [5.98508, 3.24835, -4.15242], [8.37047, 2.66867, -3.89990], [9.01414, 0.53368, -2.84985], [7.28720, -0.99175, -1.99067]], "homo_ha": -0.475, "de_lowest_kcal_mol": 0.0, "energy_ha": -5211.27343, "charge": 2, "orbital_gap_ev": 6.4757, "max_force_ev_per_a": 1.446}


2.
{"formula": "C27H33F2N8", "method": "ωB97M-V/def2-TZVPD", "elements": ["C", "C", "N", "C", "C", "N", "C", "C", "C", "C", "C", "N", "C", "N", "C", "C", "F", "C", "C", "C", "C", "F", "C", "N", "C", "C", "N", "C", "C", "C", "C", "C", "N", "N", "C", "C", "C", "H", "H", "H", "H", "H", "H", "H", "H", "H", "H", "H", "H", "H", "H", "H", "H", "H", "H", "H", "H", "H", "H", "H", "H", "H", "H", "H", "H", "H", "H", "H", "H", "H"], "coordinates": [[-1.49888, 2.41778, 1.28635], [-1.81040, 1.94237, -0.12694], [-0.91845, 2.53002, -1.10986], [0.40713, 1.94585, -1.09400], [1.32712, 2.73232, -2.03812], [0.83195, 2.83514, -3.39118], [1.26642, 1.85987, -4.36525], [0.80655, 0.45215, -4.08003], [-0.43440, -0.01868, -4.50793], [-0.89923, -1.25216, -4.07021], [-0.06523, -1.95572, -3.22394], [-0.49706, -3.20872, -2.56945], [-1.40124, -2.84818, -1.45551], [-2.66938, -3.09614, -1.66749], [-3.47657, -2.70943, -0.67578], [-2.98126, -2.09225, 0.45608], [-3.85067, -1.70096, 1.38374], [-1.58631, -1.86521, 0.58847], [-0.91208, -1.20719, 1.67987], [-1.54914, -0.94799, 2.91231], [-0.88514, -0.30095, 3.92504], [-1.51212, -0.08320, 5.08197], [0.43252, 0.12414, 3.73410], [1.29473, 0.78321, 4.53784], [2.40140, 0.93270, 3.85364], [3.56828, 1.62695, 4.43795], [2.32335, 0.40154, 2.59231], [3.32443, 0.32569, 1.53982], [4.36530, -0.74618, 1.86213], [3.96615, 1.68106, 1.25018], [1.06329, -0.14352, 2.48459], [0.41847, -0.81271, 1.47007], [-0.82037, -2.28384, -0.43816], [1.13554, -1.57022, -2.85147], [1.56926, -0.39819, -3.27665], [-0.54655, 3.26954, -3.40281], [-1.45885, 2.48144, -2.45471], [-0.54516, 2.03672, 1.64100], [-1.47031, 3.50301, 1.30440], [-2.27290, 2.07522, 1.96739], [-1.78110, 0.83467, -0.17072], [-2.82577, 2.25653, -0.37916], [0.80617, 2.00895, -0.08112], [0.37264, 0.87485, -1.38125], [2.32599, 2.29353, -2.04732], [1.39919, 3.75370, -1.64954], [0.89310, 2.18162, -5.34049], [2.36001, 1.88679, -4.39010], [-1.04094, 0.57893, -5.17159], [-1.86377, -1.63265, -4.36636], [-1.00501, -3.83853, -3.20332], [0.35778, -3.64335, -2.19278], [-4.53307, -2.89147, -0.80358], [-2.55948, -1.26576, 3.10274], [3.67739, 2.62189, 4.00870], [4.49037, 1.07330, 4.28242], [3.38731, 1.73415, 5.50390], [2.77486, 0.01575, 0.64347], [3.88094, -1.70230, 2.04743], [4.94598, -0.47941, 2.74042], [5.04743, -0.85794, 1.02402], [4.69454, 1.94940, 2.00783], [3.20961, 2.46062, 1.19340], [4.48107, 1.63489, 0.29421], [0.88448, -1.02765, 0.52209], [2.56373, -0.12537, -2.95320], [-0.93487, 3.22953, -4.42114], [-0.55142, 4.31332, -3.07195], [-2.44605, 2.94741, -2.45151], [-1.57399, 1.43588, -2.80213]], "homo_ha": -0.393, "de_lowest_kcal_mol": 34.8, "smiles": "CCN1CCN(Cc2ccc([NH2+]c3ncc(F)c(-c4cc(F)c5nc(C)n(C(C)C)c5c4)n3)nc2)CC1", "energy_ha": -1686.24180, "charge": 1, "orbital_gap_ev": 7.1850, "max_force_ev_per_a": 1.093}


3.
{"formula": "C22H38BrCrF6N4O10S2Si", "method": "ωB97M-V/def2-TZVPD", "elements": ["Cr", "Br", "C", "C", "C", "C", "C", "N", "C", "O", "O", "H", "H", "H", "N", "C", "C", "N", "H", "H", "H", "H", "H", "H", "H", "H", "C", "C", "C", "C", "O", "Si", "O", "O", "C", "C", "C", "C", "O", "C", "C", "C", "C", "H", "H", "H", "H", "H", "H", "H", "H", "H", "H", "H", "H", "H", "H", "H", "H", "H", "H", "H", "H", "H", "H", "H", "H", "H", "H", "H", "F", "C", "F", "F", "S", "O", "O", "N", "S", "O", "O", "C", "F", "F", "F"], "coordinates": [[0.32371, 0.44020, 0.18980], [3.81470, -2.01231, -0.90399], [3.79078, -0.60749, 0.35792], [5.04696, -0.10012, 0.64877], [5.17070, 0.82187, 1.67009], [4.03740, 1.13917, 2.38968], [2.82087, 0.61413, 1.99745], [2.64974, -0.21704, 0.94504], [1.56647, 1.09822, 2.70027], [1.60378, 1.33852, 3.89801], [0.57931, 1.28405, 1.91330], [5.90112, -0.45025, 0.09008], [6.13178, 1.25646, 1.90984], [4.06093, 1.79447, 3.24836], [0.33327, -2.89298, -0.41383], [-0.35960, -2.76669, -1.67379], [-0.03224, -1.47588, -2.44527], [-0.46313, -0.24855, -1.73679], [0.29636, -3.84478, -0.07442], [-0.11016, -2.30839, 0.28869], [-1.45508, -2.82730, -1.55685], [-0.04150, -3.58756, -2.32227], [-0.54222, -1.55237, -3.41297], [1.03959, -1.39967, -2.61565], [-1.46492, -0.34572, -1.59253], [-0.34348, 0.54738, -2.35369], [-5.57870, -2.05156, 1.16648], [-4.08842, -2.06468, 0.82336], [-3.65487, -3.49428, 0.48529], [-3.82802, -1.13229, -0.36348], [-3.40209, -1.60541, 1.97180], [-1.77757, -1.40392, 2.27698], [-0.99530, -0.78708, 1.04407], [-1.09168, -2.88644, 2.52729], [-0.97464, -3.68074, 3.69976], [0.06288, -3.06431, 4.64172], [-2.32389, -3.80436, 4.41330], [-0.50222, -5.05862, 3.23755], [-1.77434, -0.65883, 3.72595], [-2.44588, 0.47329, 4.28633], [-1.67038, 0.81648, 5.55669], [-3.88829, 0.07696, 4.61603], [-2.44223, 1.65947, 3.32978], [-6.16231, -2.39619, 0.31064], [-5.89178, -1.04052, 1.42990], [-5.77111, -2.70601, 2.01793], [-4.18718, -3.86139, -0.39365], [-3.87371, -4.14530, 1.33321], [-2.57940, -3.52127, 0.30455], [-4.19123, -1.56633, -1.29691], [-2.75614, -0.96133, -0.40780], [-4.31454, -0.16968, -0.19596], [-0.24694, -2.05317, 4.89551], [1.02840, -3.00339, 4.13658], [0.15849, -3.66050, 5.55109], [-2.65107, -2.81391, 4.72649], [-2.24069, -4.45329, 5.28649], [-3.06969, -4.21107, 3.72796], [0.45007, -4.96447, 2.71355], [-1.23091, -5.49376, 2.55100], [-0.37484, -5.72868, 4.08955], [-1.60018, -0.06740, 6.19431], [-2.16455, 1.61831, 6.10836], [-0.66280, 1.13326, 5.28360], [-3.90325, -0.73961, 5.34138], [-4.37969, -0.26325, 3.70658], [-4.43022, 0.93011, 5.02766], [-1.42322, 1.87535, 3.02542], [-2.87213, 2.53777, 3.81398], [-3.01906, 1.41550, 2.43331], [0.07608, 2.76513, -3.47781], [1.36648, 2.42416, -3.47831], [2.07935, 3.32712, -4.13332], [1.44386, 1.27289, -4.18005], [2.00760, 2.05534, -1.72659], [0.80479, 2.13946, -0.91339], [2.54336, 0.74627, -1.88558], [3.07185, 3.15305, -1.39041], [2.38171, 4.59402, -1.12727], [3.36810, 5.62077, -1.05567], [1.25326, 4.79080, -1.99051], [1.69951, 4.52817, 0.63083], [2.38018, 3.60404, 1.30566], [0.40216, 4.29824, 0.71691], [1.93015, 5.71033, 1.21555]], "homo_ha": [-0.201, -0.241], "spin_multiplicity": 5, "energy_ha": -7136.49625, "charge": -1, "orbital_gap_ev": [7.8575, 8.9424], "max_force_ev_per_a": 1.498, "s_squared": 6.009}


4.
{"formula": "CH4CsO", "method": "ωB97M-V/def2-TZVPD", "elements": ["Cs", "C", "O", "H", "H", "H", "H"], "coordinates": [[-15.32756, 17.99322, 19.99983], [-14.97901, 17.84390, 16.32028], [-16.10723, 18.19812, 17.11192], [-14.09546, 18.44627, 16.53147], [-14.60886, 16.84318, 16.54309], [-15.13857, 17.94927, 15.24718], [-16.76230, 18.54536, 16.50208]], "homo_ha": [-0.904, -0.904], "de_lowest_kcal_mol": 7.0, "spin_multiplicity": 2, "energy_ha": -135.11140, "charge": 2, "orbital_gap_ev": [16.4148, 9.1485], "max_force_ev_per_a": 3.163, "s_squared": 0.754}


5.
{"formula": "H10O5", "method": "ωB97M-V/def2-TZVPD", "elements": ["O", "H", "H", "O", "H", "H", "O", "H", "H", "O", "H", "H", "O", "H", "H"], "coordinates": [[0.76839, -0.06935, 1.45743], [1.62346, -0.33663, 1.20256], [0.51256, 0.71168, 0.99381], [0.71639, -3.41715, 1.59759], [1.51354, -2.86194, 1.74996], [0.98703, -4.26660, 1.92776], [-0.28986, 3.45764, -1.85703], [-0.20895, 4.38606, -2.14028], [-0.07833, 3.58260, -0.84722], [0.74318, 0.59075, -1.32726], [1.29623, 0.21268, -0.59603], [0.24475, -0.01787, -1.79746], [-2.22235, -0.60785, 0.10381], [-1.53718, -1.26890, 0.12192], [-2.07919, 0.22668, -0.41139]], "homo_ha": -0.405, "de_lowest_kcal_mol": 49.1, "smiles": "O.O.O.O.O", "energy_ha": -382.14598, "charge": 0, "orbital_gap_ev": 11.2426, "max_force_ev_per_a": 4.053}